[1]
85
Properties=species:S:1:pos:R:3:mulliken_charge:R:1 method="wB97M-V/def2-TZVPD" total_charge=-1 molar_mass_g_mol=664.45 e_tot_ha=-1608.614161 e_homo_ev=-4.370
C 1.010 -4.434 2.046 -0.788
C -0.385 -4.960 1.661 -0.357
N -1.484 -4.051 2.069 -0.595
Ta -1.821 -2.445 0.681 0.697
C -0.486 -1.053 1.987 -0.925
C -0.831 0.464 1.820 0.157
C -0.814 1.265 3.149 -0.160
C -1.739 2.485 2.956 -0.481
O -1.235 3.672 3.632 -0.379
C -1.821 4.776 3.126 0.236
O -1.648 5.865 3.627 -0.506
C -2.034 -0.871 -0.963 0.120
C -3.373 -0.102 -0.985 -0.143
O -3.643 0.479 -2.282 -0.494
C -2.866 1.644 -2.452 0.449
C -2.352 1.697 -3.896 -0.762
O -1.203 2.519 -4.054 -0.516
C -0.106 1.998 -3.450 0.298
C 0.992 2.828 -3.255 -1.339
C 2.121 2.367 -2.644 -0.144
C 2.244 1.063 -2.155 -0.207
C 3.531 0.588 -1.480 2.027
C 4.678 0.821 -2.536 -1.719
C 3.527 -0.950 -1.246 -1.582
C 3.945 1.395 -0.214 -2.404
C 2.840 1.676 0.840 2.815
C 1.963 0.463 1.214 -1.298
C 3.600 2.078 2.147 -2.070
C 1.936 2.898 0.504 -1.575
C 1.149 0.255 -2.359 0.271
C 0.014 0.704 -3.004 -0.427
B -2.951 -4.006 -0.711 0.836
O -2.265 -5.081 -1.332 -0.516
O -4.327 -3.972 -1.001 -0.483
C -5.171 -3.703 0.118 -0.644
H 1.750 -5.253 2.091 0.421
H 1.405 -3.710 1.322 -0.045
H 1.021 -3.966 3.044 0.242
H -0.491 -5.952 2.146 0.364
H -0.376 -5.140 0.579 0.266
H -1.099 -3.594 2.898 0.272
H -0.238 -2.962 -0.180 -0.547
H -3.371 -1.870 1.543 -0.445
H -0.588 -1.352 3.045 0.513
H 0.574 -1.170 1.698 -0.052
H -0.106 0.907 1.124 -0.124
H -1.854 0.530 1.415 -0.195
H 0.200 1.647 3.332 0.184
H -1.141 0.636 3.984 0.257
H -1.733 2.706 1.876 0.342
H -2.782 2.243 3.204 0.364
H -2.474 4.718 2.234 0.327
H -1.947 -1.371 -1.943 0.680
H -1.207 -0.147 -0.853 -0.607
H -4.180 -0.829 -0.833 -0.037
H -3.376 0.696 -0.226 0.292
H -2.059 1.663 -1.705 -0.149
H -3.495 2.537 -2.279 0.218
H -3.146 2.126 -4.522 0.318
H -2.177 0.695 -4.315 0.382
H 0.906 3.847 -3.637 0.405
H 2.958 3.061 -2.545 0.320
H 4.625 1.810 -3.000 0.355
H 5.639 0.617 -2.046 0.434
H 4.493 0.094 -3.339 0.441
H 4.325 -1.198 -0.533 0.339
H 3.673 -1.490 -2.188 0.333
H 2.592 -1.283 -0.783 0.272
H 4.384 2.346 -0.548 0.429
H 4.719 0.793 0.291 0.487
H 1.398 0.030 0.383 0.185
H 1.240 0.807 1.974 0.217
H 2.594 -0.275 1.731 0.390
H 4.328 2.856 1.849 0.490
H 2.941 2.557 2.880 0.399
H 4.190 1.252 2.563 0.401
H 1.080 2.543 -0.088 -0.033
H 1.494 3.244 1.452 0.504
H 2.473 3.710 0.005 0.343
H 1.157 -0.777 -2.022 0.379
H -0.791 -0.013 -3.145 0.327
H -2.318 -5.854 -0.754 0.271
H -4.774 -4.131 1.050 0.258
H -5.245 -2.613 0.245 0.183
H -6.185 -4.097 -0.031 0.236

[2]
82
Properties=species:S:1:pos:R:3:mulliken_charge:R:1 method="wB97M-V/def2-TZVPD" s2=12.068 e_above_lowest_kcal_mol=233.3 total_charge=+3 molar_mass_g_mol=637.58 e_tot_ha=-2883.693584 e_homo_ev="-12.340 / -15.067" multiplicity=7
Eu -0.188 -1.049 0.265 0.113
P -0.339 -3.625 0.190 1.603
P 1.215 -0.545 -1.763 1.047
P -2.306 -0.961 -1.417 0.948
H -0.666 1.180 1.768 0.205
C -1.378 0.560 1.236 -0.813
C -1.765 -0.703 1.813 -0.603
H -1.339 -1.023 2.754 0.230
C 0.648 -4.366 1.417 -1.555
C 0.072 -4.472 -1.288 -1.429
C -1.989 -4.150 0.617 -1.417
C 1.344 1.188 -2.075 -1.250
C 2.867 -1.105 -1.573 -1.313
C 0.773 -1.233 -3.341 -1.467
C -3.855 -0.915 -0.563 -1.635
C -2.517 -2.222 -2.619 -1.455
C -2.282 0.579 -2.308 -1.499
H -2.065 1.096 0.609 0.458
H -2.740 -1.117 1.597 0.377
H 0.494 -3.938 2.424 0.265
H 1.725 -4.277 1.181 0.410
H 0.375 -5.413 1.431 0.618
H 1.122 -4.299 -1.563 0.376
H -0.557 -4.194 -2.143 0.315
H -0.069 -5.540 -1.071 0.522
H -2.296 -3.755 1.598 0.352
H -1.938 -5.248 0.667 0.561
H -2.748 -3.860 -0.119 0.270
H 2.048 1.302 -2.915 0.486
H 1.739 1.737 -1.202 0.371
H 0.384 1.646 -2.346 0.154
H 3.385 -0.799 -2.494 0.532
H 2.929 -2.199 -1.475 0.360
H 3.386 -0.655 -0.711 0.333
H 1.582 -0.914 -4.014 0.573
H -0.175 -0.864 -3.735 0.385
H 0.742 -2.332 -3.319 0.308
H -4.594 -0.787 -1.358 0.528
H -3.937 -0.083 0.148 0.443
H -4.062 -1.853 -0.022 0.346
H -3.364 -1.890 -3.232 0.528
H -2.768 -3.181 -2.154 0.424
H -1.641 -2.369 -3.264 0.255
H -3.247 0.629 -2.834 0.565
H -1.473 0.632 -3.044 0.458
H -2.193 1.448 -1.633 0.311
C -1.479 4.857 -4.491 0.781
C -1.322 6.284 -4.458 -0.475
C -2.139 7.035 -3.632 -0.521
C -3.115 6.428 -2.830 -0.392
C -3.268 5.039 -2.863 -0.338
C -2.459 4.255 -3.685 -0.171
O -0.725 4.057 -5.262 -0.378
H -0.081 4.615 -5.773 0.367
H -0.566 6.736 -5.081 0.369
H -2.014 8.120 -3.611 0.409
H -3.753 7.039 -2.182 0.429
H -4.022 4.557 -2.246 0.427
H -2.564 3.174 -3.726 0.484
C 4.485 0.028 3.575 -0.738
N 3.360 0.771 4.302 -0.002
C 3.910 1.793 5.260 -0.946
C 2.285 1.414 3.274 -1.701
C 1.295 0.369 3.003 1.519
C 0.573 0.048 4.223 -0.960
C 0.613 -1.241 4.665 -0.590
C 1.282 -2.201 3.940 -0.882
C 1.744 -1.839 2.653 -0.507
C 1.519 -0.646 2.070 -0.291
H 5.054 0.772 3.027 0.390
H 4.066 -0.703 2.923 0.218
H 5.076 -0.433 4.335 0.398
H 2.890 0.070 4.890 0.393
H 4.448 2.540 4.667 0.381
H 3.089 2.224 5.782 0.359
H 4.558 1.281 5.922 0.435
H 1.865 2.241 3.802 0.377
H 2.844 1.745 2.430 0.428
H 0.302 0.852 4.923 0.365
H 0.205 -1.480 5.672 0.434
H 1.425 -3.205 4.354 0.607
H 2.279 -2.656 2.026 0.723

[3]
105
Properties=species:S:1:pos:R:3:mulliken_charge:R:1 method="wB97M-V/def2-TZVPD" e_above_lowest_kcal_mol=127.8 total_charge=0 molar_mass_g_mol=854.81 e_tot_ha=-3806.837450 e_homo_ev=-7.490
C 23.133 27.366 38.498 -0.554
N 21.655 27.420 38.126 2.061
C 21.478 27.882 36.691 -1.173
C 21.017 25.998 37.993 -0.577
C 20.914 28.220 39.084 -2.990
C 21.044 27.881 40.573 -0.700
O 20.179 28.545 41.271 -0.580
H 23.335 27.054 39.521 0.501
H 23.639 28.432 38.462 0.173
H 23.634 26.698 37.701 -0.187
H 21.890 28.859 36.716 0.259
H 20.487 28.062 36.188 -0.023
H 21.947 27.327 36.206 0.323
H 21.516 25.131 37.329 -0.399
H 19.869 25.955 37.685 -0.081
H 20.764 25.611 38.858 0.837
H 20.022 28.340 38.847 1.642
H 21.325 29.032 39.012 1.454
H 22.025 28.354 40.746 0.184
H 20.915 26.657 40.714 0.109
H 19.331 27.902 41.279 0.528
N 17.469 26.292 39.504 1.085
O 17.291 26.983 38.460 -0.676
O 17.265 25.185 39.411 -0.633
O 17.949 26.866 40.511 -0.776
O 17.634 21.222 36.462 -0.709
S 18.399 22.341 35.847 1.271
O 19.761 22.131 35.415 -0.639
O 17.586 22.689 34.437 -0.195
C 17.072 21.701 33.642 -0.210
C 16.310 22.099 32.378 -1.200
C 18.279 23.775 36.807 -0.638
H 16.682 20.905 34.475 0.315
H 17.703 20.835 33.212 0.205
H 16.138 21.315 31.742 0.436
H 16.959 22.740 31.756 0.265
H 15.535 22.750 32.708 0.301
H 18.866 24.567 36.220 -0.243
H 18.711 23.489 37.647 0.533
H 17.268 24.049 37.026 0.508
O 23.300 24.805 35.665 -0.614
S 23.857 23.556 36.201 1.410
O 24.351 22.566 35.286 -0.679
O 25.174 24.114 37.087 -0.350
C 26.256 24.574 36.328 0.506
C 27.186 25.347 37.127 -1.361
C 22.723 22.790 37.298 -0.461
H 25.785 25.182 35.435 -0.420
H 26.754 23.884 35.635 0.469
H 27.981 25.714 36.436 0.382
H 27.765 24.727 38.125 0.224
H 26.845 26.198 37.508 0.385
H 22.684 23.155 38.283 0.433
H 22.927 21.676 37.336 0.344
H 21.793 22.892 36.938 -0.186
C 24.960 31.809 42.778 -0.306
C 24.050 30.901 41.910 -0.482
O 24.336 31.189 40.701 -0.147
C 25.263 32.068 40.647 0.585
O 25.517 32.640 39.527 -0.655
O 25.683 32.369 41.762 -0.334
H 25.642 31.324 43.287 0.395
H 24.258 32.498 43.278 0.234
H 23.075 31.272 42.014 0.311
H 23.968 29.914 42.327 0.401
C 24.654 27.646 34.204 0.399
C 25.921 28.035 33.619 -0.389
O 26.753 28.367 34.724 -0.376
C 26.037 28.525 35.808 0.285
O 26.470 28.909 36.884 -0.624
O 24.772 28.219 35.594 0.248
H 24.508 26.596 34.337 -0.202
H 23.616 27.836 33.774 -0.063
H 25.871 28.975 33.183 0.406
H 26.328 27.159 32.927 0.265
C 19.263 33.808 35.490 -0.295
C 18.345 32.804 35.020 -0.504
O 18.897 31.666 35.686 -0.308
C 20.012 31.952 36.343 0.527
O 20.626 31.128 37.071 -0.469
O 20.203 33.217 36.410 -0.305
H 18.554 34.750 35.797 0.256
H 19.595 34.427 34.722 0.323
H 18.179 32.652 33.996 0.322
H 17.456 32.942 35.376 0.435
C 20.589 24.350 33.031 0.027
C 21.375 25.643 32.755 -0.696
O 20.830 26.580 33.649 -0.232
C 19.647 26.138 34.035 0.511
O 18.812 26.748 34.620 -0.558
O 19.477 24.876 33.661 -0.142
H 21.428 23.651 33.711 -0.012
H 20.498 23.779 32.063 0.317
H 21.082 26.036 31.751 0.371
H 22.403 25.673 32.517 0.492
C 23.037 32.579 34.462 -0.103
C 23.390 31.153 34.894 -0.155
O 22.454 30.308 34.215 0.119
C 21.606 31.145 33.561 0.494
O 20.563 30.636 33.056 -0.633
O 21.911 32.357 33.684 -0.293
H 24.018 33.113 33.929 0.284
H 22.623 33.133 35.404 0.223
H 23.174 30.981 35.898 0.270
H 24.523 30.802 34.524 -0.103